5 unconnected molecules or ions with the total composition C11H23BIN2O17S4 in a non-equilibrium geometry, computed with ωB97M-V with the def2-TZVPD basis set.

Bonds (Å) are listed after each position.
Geometry (Å):
1 C 8.8871 -0.3424 0.1118  N2 1.459, H9 1.108, H10 1.102, H11 1.101
2 N 7.9490 -0.2527 -1.0015  C1 1.459, C3 1.485, H12 1.014
3 C 6.5790 -0.6736 -0.6121  N2 1.485, B4 1.620, H13 1.109, H14 1.113
4 B 5.7977 0.4638 0.2361  C3 1.620, I5 2.273, N6 1.573, H15 1.206
5 I 5.4046 2.2619 -1.0976  B4 2.273
6 N 4.4306 -0.0064 0.8553  B4 1.573, C7 1.213
7 C 3.8990 -0.9416 0.2954  N6 1.213, O8 1.182
8 O 3.5271 -2.0023 -0.0707  C7 1.182
9 H 8.6736 -1.1767 0.8086  C1 1.108
10 H 9.9137 -0.4448 -0.2766  C1 1.102
11 H 8.8618 0.5988 0.6816  C1 1.101
12 H 8.2365 -0.8533 -1.7662  N2 1.014
13 H 6.0540 -0.8359 -1.5758  C3 1.109
14 H 6.5947 -1.6624 -0.1024  C3 1.113
15 H 6.4705 0.8639 1.1536  B4 1.206
16 C 0.8244 0.5401 2.1499  C17 1.509, O22 1.439, H23 1.092, H24 1.087
17 C 1.8432 1.6492 2.0529  C16 1.509, O18 1.443, H25 1.085, H26 1.091
18 O 1.0620 2.8614 2.1160  C17 1.443, S19 1.593
19 S -0.2116 2.6218 3.0431  O18 1.593, O20 1.420, O21 1.424, O22 1.603
20 O 0.0597 3.1165 4.3467  S19 1.420
21 O -1.3731 3.0177 2.3209  S19 1.424
22 O -0.1526 1.0205 3.0915  C16 1.439, S19 1.603
23 H 0.3236 0.3742 1.1938  C16 1.092
24 H 1.2602 -0.3935 2.4955  C16 1.087
25 H 2.4196 1.6027 1.1346  C17 1.085
26 H 2.5240 1.6392 2.9050  C17 1.091
27 C 2.2631 -5.6549 -3.0364  C28 1.515, O33 1.427, H34 1.093, H35 1.088
28 C 3.3661 -6.6847 -2.8971  C27 1.515, O29 1.426, H36 1.088, H37 1.094
29 O 4.3044 -6.0909 -2.0027  C28 1.426, S30 1.620
30 S 3.5200 -5.1539 -0.9387  O29 1.620, O31 1.421, O32 1.411, O33 1.614
31 O 3.3174 -5.9011 0.2530  S30 1.421
32 O 4.1045 -3.8695 -0.9403  S30 1.411
33 O 2.1161 -5.0937 -1.7323  C27 1.427, S30 1.614
34 H 2.5492 -4.8551 -3.7236  C27 1.093
35 H 1.3246 -6.0961 -3.3654  C27 1.088
36 H 3.8412 -6.9196 -3.8468  C28 1.088
37 H 2.9928 -7.6052 -2.4397  C28 1.094
38 C -5.1204 1.4567 2.7937  C39 1.512, O44 1.434, H45 1.092, H46 1.087
39 C -4.7451 2.8869 3.1089  C38 1.512, O40 1.434, H47 1.087, H48 1.093
40 O -5.8396 3.6657 2.6056  C39 1.434, S41 1.604
41 S -7.2010 2.8285 2.7468  O40 1.604, O42 1.423, O43 1.415, O44 1.609
42 O -7.8657 3.2375 3.9362  S41 1.423
43 O -7.8350 2.8074 1.4815  S41 1.415
44 O -6.5352 1.3893 3.0168  C38 1.434, S41 1.609
45 H -4.9278 1.2176 1.7457  C38 1.092
46 H -4.6015 0.7427 3.4286  C38 1.087
47 H -3.8120 3.1852 2.6379  C39 1.087
48 H -4.6776 3.0522 4.1868  C39 1.093
49 C -6.5974 2.5643 -3.6856  C50 1.515, O55 1.429, H56 1.093, H57 1.088
50 C -7.4884 1.3456 -3.5592  C49 1.515, O51 1.429, H58 1.087, H59 1.093
51 O -7.7445 1.2264 -2.1585  C50 1.429, S52 1.613
52 S -7.7793 2.6946 -1.4913  O51 1.613, O53 1.418, O54 1.411, O55 1.615
53 O -9.1307 3.1133 -1.3900  S52 1.418
54 O -6.9008 2.7044 -0.3867  S52 1.411
55 O -7.1031 3.4910 -2.7232  C49 1.429, S52 1.615
56 H -5.5627 2.3296 -3.4250  C49 1.093
57 H -6.6294 2.9990 -4.6821  C49 1.088
58 H -7.0173 0.4419 -3.9379  C50 1.087
59 H -8.4435 1.4986 -4.0682  C50 1.093

Computed properties:
Largest force on an atom = 2.90 eV/A
Orbital gap = 6.7 eV
Total charge = -1

Atomic charges from the Löwdin analysis, expressed in e, are listed below: atom 1 (C): -0.1717, atom 2 (N): -0.1644, atom 3 (C): -0.3130, atom 4 (B): -1.0548, atom 5 (I): 0.4987, atom 6 (N): 0.1027, atom 7 (C): -0.3783, atom 8 (O): 0.0714, atom 9 (H): 0.0730, atom 10 (H): 0.0669, atom 11 (H): 0.0664, atom 12 (H): 0.0812, atom 13 (H): 0.0889, atom 14 (H): 0.0969, atom 15 (H): 0.0235, atom 16 (C): -0.1574, atom 17 (C): -0.1554, atom 18 (O): -0.1813, atom 19 (S): 0.5949, atom 20 (O): -0.2258, atom 21 (O): -0.2423, atom 22 (O): -0.1987, atom 23 (H): 0.1344, atom 24 (H): 0.1371, atom 25 (H): 0.1104, atom 26 (H): 0.1381, atom 27 (C): -0.1767, atom 28 (C): -0.1839, atom 29 (O): -0.1907, atom 30 (S): 0.6335, atom 31 (O): -0.2218, atom 32 (O): -0.2192, atom 33 (O): -0.1850, atom 34 (H): 0.1336, atom 35 (H): 0.1306, atom 36 (H): 0.1313, atom 37 (H): 0.1300, atom 38 (C): -0.1606, atom 39 (C): -0.1580, atom 40 (O): -0.1792, atom 41 (S): 0.6228, atom 42 (O): -0.2277, atom 43 (O): -0.2464, atom 44 (O): -0.1864, atom 45 (H): 0.1330, atom 46 (H): 0.1349, atom 47 (H): 0.1132, atom 48 (H): 0.1361, atom 49 (C): -0.1739, atom 50 (C): -0.1759, atom 51 (O): -0.1856, atom 52 (S): 0.6301, atom 53 (O): -0.2074, atom 54 (O): -0.2365, atom 55 (O): -0.1862, atom 56 (H): 0.1337, atom 57 (H): 0.1326, atom 58 (H): 0.1330, atom 59 (H): 0.1314